The following is a quantum chemistry calculation of 9 unconnected molecules or ions with the total composition C52H118N6O9 in a non-equilibrium geometry, from the OMol25 dataset.

Properties
- <S²>: 0.750
- Net charge: -1
- Calculated total energy: -3057.2335 a.u.
- Gap between HOMO and LUMO (spin up / spin down): 0.0491 / 0.3015 hartree
- HOMO energy (spin up / spin down): 0.69 / -6.17 eV
- Spin multiplicity: 2

CARTESIAN COORDINATES (ANGSTROEM)
O 32.911 8.805 -2.442
O 25.328 11.814 -0.546
O 31.330 13.911 6.556
O 27.309 11.617 -2.733
O 30.688 18.256 1.035
O 37.974 11.779 0.857
O 35.005 13.623 0.445
O 39.180 13.175 -1.176
O 31.273 17.290 -7.487
N 28.291 12.132 -3.586
N 32.775 7.527 -2.961
N 33.918 12.830 0.022
N 25.380 11.208 0.731
N 31.734 16.016 -7.694
N 28.162 18.078 2.519
C 31.257 6.665 -1.355
C 26.452 10.737 2.941
C 31.974 14.006 -9.065
C 28.778 11.137 -4.611
C 37.374 10.508 0.881
C 33.266 13.224 -1.317
C 26.652 11.321 1.477
C 29.992 11.763 -5.446
C 33.713 4.781 -3.714
C 33.435 5.847 -4.731
C 29.436 17.941 3.095
C 33.343 13.704 -8.385
C 31.596 17.803 0.032
C 30.504 17.341 2.110
C 28.067 13.547 -3.879
C 33.731 6.384 -0.764
C 38.071 13.121 -2.147
C 32.587 14.654 -1.304
C 26.678 13.768 -4.649
C 29.605 13.202 -5.970
C 29.461 9.895 -3.962
C 28.124 14.410 -2.579
C 34.037 16.521 -7.240
C 25.077 10.906 3.559
C 33.327 14.161 -7.005
C 29.233 17.065 4.333
C 32.863 15.693 -6.881
C 22.891 10.783 0.362
C 27.129 12.785 1.604
C 33.116 12.320 1.152
C 27.634 10.698 -5.533
C 32.665 4.994 -2.592
C 23.857 10.883 2.666
C 29.256 14.120 -4.769
C 32.679 6.477 -1.912
C 24.019 11.494 1.311
C 34.367 13.123 -2.446
C 32.597 16.160 -10.265
C 32.145 12.250 -1.790
C 31.717 15.484 -9.127
C 35.161 7.355 -3.945
C 32.131 11.265 0.464
C 33.593 7.283 -4.226
C 33.086 8.159 -5.430
C 30.667 13.908 5.302
C 27.750 10.466 0.799
C 30.314 15.555 -9.557
C 32.379 13.350 1.994
C 23.805 13.045 1.380
C 32.589 15.884 -5.412
C 33.997 11.450 2.067
C 31.238 11.930 -0.584
H 31.109 5.951 -0.545
H 33.560 15.686 -10.456
H 34.667 12.076 -2.457
H 28.058 10.896 -0.154
H 34.052 13.352 -3.464
H 31.406 11.030 1.244
H 32.720 13.420 -6.486
H 31.810 13.463 -9.995
H 32.600 17.234 -10.081
H 37.739 14.154 -2.252
H 28.023 9.983 -6.258
H 26.836 10.216 -4.967
H 37.273 12.457 -1.815
H 33.210 7.699 -6.411
H 27.990 15.474 -2.774
H 28.594 17.599 5.036
H 31.156 13.457 -8.598
H 30.039 15.256 -10.569
H 33.750 17.567 -7.355
H 32.845 4.227 -1.839
H 34.810 16.513 -6.472
H 38.822 12.832 -0.354
H 31.175 7.673 -0.948
H 22.791 11.380 -0.544
H 33.370 15.594 -4.709
H 32.739 15.107 -2.284
H 30.759 17.186 -6.683
H 30.522 6.454 -2.131
H 25.174 11.884 4.030
H 27.204 13.319 0.657
H 30.502 13.528 -6.495
H 29.078 14.407 -2.053
H 35.441 7.275 -2.895
H 31.694 4.749 -3.022
H 32.494 17.352 0.454
H 37.430 9.979 -0.070
H 32.668 10.367 0.158
H 28.699 16.198 3.943
H 34.407 16.336 -8.248
H 21.874 10.758 0.754
H 28.130 12.997 1.981
H 27.578 9.390 0.846
H 27.715 11.478 -1.874
H 29.957 16.581 -9.473
H 31.730 15.226 -5.282
H 26.800 13.649 -5.726
H 32.431 5.570 -5.055
H 35.664 12.960 0.665
H 34.214 10.433 1.741
H 31.454 17.134 2.602
H 32.061 16.028 -11.205
H 24.072 13.693 0.545
H 31.109 14.774 6.912
H 30.015 16.464 1.685
H 33.649 3.768 -4.111
H 32.104 8.546 -5.157
H 34.698 4.917 -3.268
H 36.334 10.610 1.192
H 26.483 13.504 2.107
H 27.167 11.456 -6.163
H 33.525 11.481 3.049
H 32.198 16.885 -5.229
H 29.718 18.948 3.401
H 38.393 11.877 1.716
H 28.004 17.165 2.115
H 29.857 14.625 5.169
H 30.293 10.090 -3.285
H 32.242 9.224 -2.988
H 27.098 11.277 3.633
H 25.966 13.053 -4.238
H 24.930 11.139 -1.100
H 32.603 11.324 -2.138
H 30.062 11.196 -6.374
H 30.939 11.771 -4.907
H 34.088 5.696 -5.591
H 31.513 14.299 4.736
H 34.690 6.239 -1.263
H 28.748 13.136 -6.641
H 34.897 12.016 2.309
H 31.530 12.683 -2.579
H 23.428 9.881 2.641
H 27.404 14.160 -1.798
H 31.579 14.824 -0.927
H 38.315 12.998 -3.202
H 29.502 15.145 -8.956
H 33.647 7.379 -0.327
H 30.148 14.260 -4.158
H 34.140 14.199 -8.939
H 23.249 9.768 0.186
H 30.491 12.908 4.908
H 29.812 9.315 -4.816
H 33.718 12.720 -8.665
H 30.694 12.815 -0.253
H 26.661 9.668 2.888
H 31.898 18.542 -0.711
H 25.009 10.121 4.312
H 23.205 11.564 3.213
H 22.789 13.388 1.573
H 35.196 13.799 -2.237
H 31.141 17.032 -0.591
H 29.031 15.110 -5.167
H 37.833 9.860 1.628
H 33.069 15.295 -0.567
H 26.287 14.781 -4.548
H 28.097 18.796 1.812
H 33.129 13.838 2.616
H 31.662 12.915 2.690
H 35.681 6.556 -4.473
H 33.506 5.586 -0.057
H 34.312 13.927 -6.603
H 24.120 13.530 2.303
H 31.856 14.030 1.323
H 28.661 10.552 1.390
H 30.463 11.239 -0.914
H 28.800 9.164 -3.498
H 30.168 16.909 4.871
H 35.503 8.331 -4.292
H 33.578 9.130 -5.390

Forces on atoms 1 to 2 (eV/Å):
O 0.4 0.6 -0.1
O 1.2 0.4 0.0